DFT (the ωB97M-V functional and the def2-TZVPD basis) results for C26H22MnN3O3PS as an isolated structure in a non-equilibrium geometry.

CARTESIAN COORDINATES (ANGSTROEM)
Mn1 -0.23544 -0.24901 0.06923
N1 0.55556 -4.14053 -1.46573
C1 -0.35781 -4.69847 -0.58709
C2 -0.72100 -6.01481 -0.32978
C3 -1.65317 -6.21323 0.66732
C4 -2.23051 -5.13685 1.35949
C5 -1.87491 -3.83302 1.09143
C6 -0.90113 -3.61794 0.11857
N2 -0.30727 -2.44899 -0.32582
C7 0.54619 -2.80660 -1.26845
C8 1.33826 -1.80783 -1.96225
C9 2.24536 -1.92330 -2.96707
S1 2.82562 -0.37653 -3.41052
C10 1.82522 0.33807 -2.23050
N3 1.11412 -0.51491 -1.55393
H1 1.08945 -4.63645 -2.15906
H2 -0.28891 -6.84232 -0.87606
H3 -1.95988 -7.21985 0.91522
H4 -2.96949 -5.34291 2.12157
H5 -2.32018 -2.99756 1.61575
H6 2.60318 -2.81319 -3.45814
H7 1.79471 1.40483 -2.05907
O1 0.72743 3.55333 1.08832
C11 1.00800 2.39555 1.27165
O2 0.61525 1.38086 0.54027
C12 1.94206 1.90029 2.36108
P1 3.01577 0.64043 1.53197
C13 1.95714 -0.87500 1.49493
C14 0.71444 -1.03166 2.11601
C15 0.13630 -2.29533 2.22484
C16 0.75791 -3.40372 1.67508
C17 1.95511 -3.24470 0.98752
C18 2.54177 -1.99283 0.89317
C19 4.11213 0.12164 2.91529
C20 5.46257 -0.06554 2.63729
C21 6.33936 -0.45462 3.64159
C22 5.86854 -0.66066 4.92831
C23 4.51936 -0.48910 5.21012
C24 3.64344 -0.10527 4.20765
H8 1.35960 1.49902 3.19206
H9 2.56169 2.71717 2.72589
H10 0.26503 -0.20265 2.65146
H11 -0.79209 -2.41103 2.77127
H12 0.32315 -4.38772 1.79136
H13 2.44698 -4.10274 0.54656
H14 3.49388 -1.87818 0.38526
H15 5.83037 0.10173 1.63187
H16 7.38937 -0.59031 3.41797
H17 6.55048 -0.95937 5.71340
H18 4.14641 -0.65398 6.21270
H19 2.59141 0.01380 4.43825
C25 -2.78717 0.66114 1.92473
C26 -1.95639 0.19747 0.78576
O3 -2.26712 0.17993 -0.38016
H20 -3.54516 -0.10179 2.12014
H21 -3.29586 1.57874 1.62799
H22 -2.19961 0.81888 2.82370

Output
* total charge: +1
* expectation value of S²: 6.27
* spin multiplicity: 5
* LUMO level (spin up / spin down): -3.7 / -3.5 eV
* relative energy (zero: lowest compared OMol25 entry of this formula, charge and spin): 214.3 kJ/mol